{
  "formula": "C5H8N",
  "method": "ωB97M-V/def2-TZVPD",
  "lumo_ev": [-5.786, -5.568],
  "relative_energy_kcal_mol": 158.2,
  "max_force_ev_per_a": 3.21,
  "total_charge": 1,
  "homo_lumo_gap_ev": [7.8741, 7.8872],
  "symbols": ["C", "C", "C", "C", "C", "N", "H", "H", "H", "H", "H", "H", "H", "H"],
  "positions_angstrom": [[1.22741, -0.31367, 0.25928], [2.44636, -0.72109, 0.27659], [-1.24334, -0.10464, 0.48803], [-2.07196, -0.95678, -0.36770], [0.06899, 1.72190, 0.19758], [0.07764, 0.22391, 0.20789], [3.26636, -0.81800, -0.41394], [2.81169, -0.91071, 1.30201], [-2.99833, -0.36934, -0.69418], [-2.69978, -1.67434, 0.30705], [-1.45312, -1.52626, -1.10277], [-0.66668, 1.99676, 1.12759], [-0.37574, 2.01568, -0.78750], [1.17783, 1.94719, 0.35347]]
}